Formula: C4H4O5Sc
Source: the Open Molecules 2025 dataset
Level of theory: ωB97M-V/def2-TZVPD

Element x y z (Å)
Sc (2.08854, -1.37216, -0.69980)
O (-1.63469, -2.61734, -0.01186)
O (-2.86649, -0.74775, 0.23125)
O (-0.62497, -0.70396, 0.32221)
O (0.83486, 1.31050, 2.78207)
O (2.35735, 0.02264, 1.59936)
C (1.58745, 0.67808, 2.17631)
C (0.08787, -0.34350, -0.89348)
C (0.09399, 1.17714, -0.97565)
C (-1.80813, -1.40284, 0.25800)
H (0.56198, 1.48554, -1.92450)
H (-0.45930, -0.71167, -1.77678)
H (-0.92818, 1.59208, -0.90438)
H (0.70971, 1.63324, -0.18275)

Total charge: 0
Multiplicity: 2
Expectation value of S²: 0.76
Strongest force on any atom, Eh/bohr: 0.088
Gap between HOMO and LUMO (alpha / beta), Eh: 0.1827 / 0.1716
Highest occupied orbital energy (alpha / beta), Ha: -0.2608 / -0.2607

natural (NBO) atomic charge list, values in e, 8 entries:
1. Sc 1.3977
2. O -0.7884
3. O -0.7197
4. O -0.6370
5. O -0.4248
6. O -0.6356
7. C 1.0781
8. C -0.3766


Formula: C2H2N4P
Source: the Open Molecules 2025 dataset
Level of theory: ωB97M-V/def2-TZVPD

Element x y z (Å)
P (-0.06344, -1.29901, -0.20437)
N (-0.75255, -0.06300, -1.48819)
N (2.56993, -1.24324, -1.07616)
N (1.43567, -1.24092, -0.75463)
N (-1.08667, 0.92719, -0.91711)
C (-0.86458, 1.06848, 0.44625)
C (-0.16834, 0.07217, 1.02200)
H (0.11531, -0.17214, 2.06816)
H (-1.18534, 1.95046, 0.90405)

Total charge: +1
Multiplicity: 1
SMILES: N#[N+]p1ccnn1
Strongest force on any atom, Eh/bohr: 0.240
Gap between HOMO and LUMO (alpha / beta), Eh: 0.2765 / 0.2766
Highest occupied orbital energy (alpha / beta), Ha: -0.5353 / -0.5353

natural (NBO) atomic charge list, values in e, 8 entries:
1. P 1.0220
2. N -0.1516
3. N 0.3573
4. N -0.2609
5. N -0.0391
6. C -0.0284
7. C -0.4606
8. H 0.2987


Formula: C34H40BrI2N13O3SiYb
Source: the Open Molecules 2025 dataset
Level of theory: ωB97M-V/def2-TZVPD

Element x y z (Å)
Yb (9.44104, 14.26838, 12.53265)
I (7.01641, 8.08431, 18.76343)
I (11.64577, 18.74680, 13.62180)
Br (14.11548, 20.82119, 12.19083)
Si (7.58191, 11.78169, 10.49333)
O (10.78827, 15.00341, 10.68000)
O (7.56882, 14.44157, 15.69876)
O (8.66852, 13.17728, 14.22497)
N (8.67899, 13.17930, 10.57360)
N (10.57512, 11.48345, 11.96104)
N (11.77575, 16.21733, 14.38063)
N (6.72527, 14.70340, 12.42827)
N (12.86670, 14.86643, 15.64766)
N (8.86533, 16.32353, 13.88275)
N (11.51444, 10.75247, 13.78734)
N (10.97312, 12.57168, 12.67858)
N (8.35317, 16.50391, 11.09931)
N (12.03630, 12.82436, 14.79787)
N (12.61454, 16.15084, 15.34808)
N (11.40899, 14.97953, 13.97555)
N (10.89026, 10.43258, 12.60859)
C (12.35260, 21.48362, 12.34100)
C (9.52793, 13.32559, 9.47856)
C (6.21581, 12.05816, 9.23954)
C (11.54062, 12.06922, 13.77882)
C (8.35309, 10.88687, 15.74416)
C (14.54169, 16.65545, 11.34382)
C (13.51392, 17.44148, 10.82157)
C (12.09119, 22.74872, 11.81096)
C (8.14455, 9.73962, 16.50268)
C (11.54050, 14.37670, 8.47559)
C (10.81090, 23.27376, 11.88274)
C (13.07740, 14.74641, 11.37066)
C (7.07544, 16.16335, 10.49510)
C (14.30666, 15.30816, 11.61467)
C (7.34224, 9.81247, 17.63533)
C (7.01120, 12.16388, 17.27978)
C (10.63282, 14.22876, 9.50193)
C (11.39630, 13.64455, 7.30332)
C (6.08275, 15.70513, 11.54856)
C (6.71417, 11.57070, 12.14764)
C (8.07346, 17.44240, 13.36260)
C (9.42383, 12.62173, 8.24844)
C (10.32371, 12.76694, 7.19566)
C (10.07839, 21.28009, 13.01761)
C (8.38079, 17.71672, 11.90160)
C (9.79448, 22.53206, 12.48204)
C (8.02125, 13.34670, 15.30879)
C (12.05837, 15.55713, 10.89410)
C (6.77494, 11.01704, 18.03493)
C (8.34607, 10.12301, 10.16193)
C (11.35639, 20.71834, 12.94476)
C (12.25465, 16.89637, 10.61560)
C (12.10581, 14.18276, 14.79358)
C (7.79862, 12.10550, 16.14043)
H (8.60876, 11.91617, 8.13296)
H (7.68015, 18.48642, 11.50852)
H (9.29152, 20.70932, 13.49105)
H (6.14311, 11.06042, 18.92172)
H (10.58270, 24.24402, 11.44585)
H (7.24036, 15.32712, 9.80968)
H (9.73241, 16.67340, 14.29112)
H (5.24395, 11.80042, 9.69100)
H (8.86883, 9.76768, 11.05060)
H (10.17388, 12.18160, 6.28458)
H (8.98258, 10.02582, 9.28295)
H (6.32854, 14.74084, 13.36922)
H (8.59864, 8.81262, 16.19414)
H (15.50854, 17.10747, 11.53622)
H (15.07884, 14.68470, 12.04242)
H (7.30537, 11.85209, 13.02148)
H (8.35676, 15.83529, 14.62639)
H (13.66007, 18.49374, 10.63130)
H (5.72020, 12.02271, 12.21764)
H (12.84850, 13.70964, 11.57946)
H (5.74132, 16.55247, 12.14821)
H (6.51963, 13.78390, 12.05192)
H (12.61250, 12.35264, 15.46897)
H (6.52075, 10.49198, 12.21478)
H (6.28855, 11.44124, 8.33523)
H (8.79768, 22.93384, 12.53778)
H (6.15990, 13.10574, 8.93015)
H (11.41934, 17.47914, 10.25106)
H (12.88996, 23.30890, 11.34822)
H (5.20718, 15.30034, 11.03980)
H (9.07918, 16.53457, 10.39634)
H (7.47581, 9.46711, 10.01215)
H (12.36160, 15.06553, 8.60529)
H (12.11178, 13.76684, 6.50702)
H (9.37947, 18.14136, 11.85158)
H (8.26491, 18.36063, 13.93264)
H (7.01908, 17.22669, 13.49600)
H (6.63428, 16.98982, 9.93372)
H (8.97787, 10.86624, 14.85817)
H (6.57698, 13.12094, 17.55969)

Total charge: -1
Multiplicity: 2
Expectation value of S²: 0.75
Strongest force on any atom, Eh/bohr: 0.029
Gap between HOMO and LUMO, Eh: 0.2527
Highest occupied orbital energy, Ha: -0.1778

Löwdin atomic charge list, values in e, 8 entries:
1. Yb 1.6642
2. I 0.8215
3. I 1.1890
4. Br 0.7332
5. Si 0.3730
6. O -0.1686
7. O -0.0046
8. O -0.1945


Formula: C2H6N2O
Source: the Open Molecules 2025 dataset
Level of theory: ωB97M-V/def2-TZVPD

Element x y z (Å)
O (-2.20037, -0.07611, 1.00390)
N (1.29231, -0.25243, 0.41504)
N (-1.03641, 0.19491, 0.31807)
C (1.35479, -0.09414, -1.00935)
C (0.15964, -0.09703, 0.95125)
H (-1.07047, -0.24493, -0.61292)
H (-2.66855, 0.75391, 1.13810)
H (0.05107, -0.04091, 2.05187)
H (2.39362, -0.30125, -1.35546)
H (0.64551, -0.78495, -1.54039)
H (1.07885, 0.94290, -1.36011)

Total charge: 0
Multiplicity: 1
SMILES: C/N=C\NO
Strongest force on any atom, Eh/bohr: 0.041
Gap between HOMO and LUMO, Eh: 0.3713
Highest occupied orbital energy, Ha: -0.3397

natural (NBO) atomic charge list, values in e, 8 entries:
1. O -0.5556
2. N -0.4689
3. N -0.3481
4. C -0.4584
5. C 0.2562
6. H 0.3577
7. H 0.4726
8. H 0.1734


Formula: Br2H4OSi2
Source: the Open Molecules 2025 dataset
Level of theory: ωB97M-V/def2-TZVPD

Element x y z (Å)
Br (3.13528, 2.14587, -2.78205)
Br (3.35822, -1.51113, -2.77357)
Si (-0.75405, -0.06329, -0.36344)
Si (2.78496, 0.33890, -1.69656)
O (-0.11722, 0.15998, -1.75972)
H (-1.94970, -0.76448, -0.76901)
H (2.81793, 0.68027, -0.19005)
H (-1.23009, 1.18933, 0.51647)
H (0.21459, -0.87395, 0.66480)

Total charge: 0
Multiplicity: 1
Strongest force on any atom, Eh/bohr: 0.092
Gap between HOMO and LUMO, Eh: 0.2574
Highest occupied orbital energy, Ha: -0.3297

natural (NBO) atomic charge list, values in e, 8 entries:
1. Br -0.1857
2. Br -0.1675
3. Si 1.2601
4. Si 1.1356
5. O -1.2092
6. H -0.2305
7. H -0.0785
8. H -0.2522


Formula: C20H59N5O7
Source: the Open Molecules 2025 dataset
Level of theory: ωB97M-V/def2-TZVPD

Element x y z (Å)
O (1.39753, -3.78985, 2.32636)
O (-1.81883, 5.87115, -10.10746)
O (3.14308, 0.86452, 10.24684)
O (-6.17307, -9.30048, -1.27080)
O (3.54307, 8.36224, -0.96162)
O (5.84551, -7.49436, 4.87745)
O (-3.61334, -0.69182, -3.86254)
N (-5.56897, -7.44654, -4.37302)
N (1.55160, 6.28554, 1.34100)
N (0.55647, -0.93317, 0.03173)
N (-1.21865, 3.65002, -7.88922)
N (2.51622, -2.62501, 9.00590)
C (2.83216, -1.55440, 0.55358)
C (-3.85782, -7.97983, -2.70145)
C (1.37538, -2.07921, 0.42244)
C (-2.47452, 4.24884, -8.27453)
C (-0.61568, 5.74386, -10.80033)
C (2.39076, -0.11376, 9.57681)
C (4.63532, -1.53914, 9.36249)
C (2.60027, 9.25806, -1.63568)
C (3.07085, 8.09418, 1.94265)
C (-6.84934, -9.31329, -0.00672)
C (1.21168, -4.91628, 1.48623)
C (-2.79111, 5.38533, -7.28020)
C (-2.47206, 4.59993, -9.80257)
C (2.93136, 7.18602, -0.43638)
C (0.78965, -2.61740, 1.76678)
C (2.16176, 7.46992, 0.89450)
C (3.12689, -1.47206, 9.68657)
C (-6.33814, -8.03698, -1.98596)
C (-5.29153, -8.26376, -3.14517)
C (2.39227, 1.90078, 10.77539)
H (1.62644, 1.43992, 11.39927)
H (5.04292, -2.46572, 9.76674)
H (2.89485, -0.93096, 1.44549)
H (3.52983, -2.38715, 0.64239)
H (-6.55452, -7.30317, -4.54104)
H (3.74872, 6.46766, -0.37327)
H (1.34323, 8.14600, 0.64743)
H (3.08451, -3.45995, 9.01290)
H (3.26461, -0.93404, -0.23143)
H (2.31889, -2.44857, 8.03120)
H (-3.26427, -0.16238, -4.57955)
H (-5.39686, -9.33877, -3.29136)
H (2.28186, 0.12729, 8.51939)
H (4.89582, -1.38266, 8.31570)
H (-0.97962, 2.74867, -8.27719)
H (-3.70525, 5.95909, -7.43266)
H (1.51030, -4.76367, 0.44911)
H (1.98252, 6.10043, 2.23550)
H (2.94824, 2.56860, 11.43342)
H (-3.30739, 3.56592, -8.10702)
H (3.09806, 10.22102, -1.74975)
H (1.70125, 9.38520, -1.03261)
H (3.09418, -1.74043, 10.74251)
H (2.15984, 6.80947, -1.10799)
H (-0.52494, 4.28174, -8.26313)
H (6.44606, -6.75193, 4.81142)
H (5.09916, -0.64335, 9.77542)
H (0.84575, -1.83816, 2.52688)
H (-5.35605, -6.46783, -4.24300)
H (0.23555, -5.40132, 1.48921)
H (1.80635, -5.76602, 1.82149)
H (3.99517, 7.53894, 2.10217)
H (-6.98443, -10.32349, 0.37975)
H (-2.80104, 5.06194, -6.23932)
H (-6.39423, -8.72114, 0.78722)
H (-3.29403, -8.68694, -2.09298)
H (-2.14070, 3.74129, -10.38654)
H (5.99033, -7.99246, 4.07299)
H (0.16125, 5.26005, -10.20839)
H (0.96774, -0.46300, -0.76194)
H (2.25839, 8.81312, -2.57016)
H (1.82908, 2.51075, 10.06911)
H (0.64072, 6.53943, 1.69590)
H (3.31977, 9.08782, 1.57005)
H (1.36629, -0.25916, 9.91948)
H (-3.81951, -7.01258, -2.20038)
H (-0.28402, -2.79868, 1.71710)
H (-2.04993, 6.18295, -7.22985)
H (-2.94863, -0.63444, -3.17618)
H (2.68598, 8.03074, 2.96046)
H (0.58747, -0.17217, 0.69506)
H (-3.52348, 4.76417, -10.03849)
H (-0.71171, 5.09815, -11.67322)
H (-7.35875, -7.95654, -2.36013)
H (1.13853, -2.77886, -0.37911)
H (-7.85703, -8.94503, -0.19919)
H (-3.13100, -7.87840, -3.50739)
H (-6.22313, -7.11907, -1.40949)
H (-0.27791, 6.72466, -11.13506)

Total charge: 0
Multiplicity: 1
SMILES: COC[C@H](C)N.COC[C@H](C)N.COC[C@H](C)N.COC[C@H](C)N.COC[C@H](C)N.O.O
Strongest force on any atom, Eh/bohr: 0.048
Gap between HOMO and LUMO, Eh: 0.3481
Highest occupied orbital energy, Ha: -0.3257

Löwdin atomic charge list, values in e, 8 entries:
1. O -0.1716
2. O -0.1824
3. O -0.1747
4. O -0.2097
5. O -0.2099
6. O -0.0543
7. O -0.0555
8. N 0.0281